(1)
{"formula": "C23H38BFINO11", "method": "ωB97M-V/def2-TZVPD", "homo_energy_ev": -8.63, "energy_ha": -2204.1215, "species": ["C", "C", "B", "O", "C", "C", "C", "C", "C", "F", "C", "I", "C", "C", "C", "O", "N", "H", "H", "H", "H", "H", "H", "H", "H", "H", "H", "H", "H", "H", "H", "H", "H", "H", "H", "H", "H", "C", "C", "C", "O", "C", "O", "O", "H", "H", "H", "H", "H", "H", "C", "C", "C", "O", "C", "O", "O", "H", "H", "H", "H", "H", "H", "C", "C", "C", "O", "C", "O", "O", "H", "H", "H", "H", "H", "H"], "xyz": [[-1.84427, -3.07215, 2.11940], [-2.78664, -3.30817, 0.92671], [-2.50004, -2.53174, -0.41015], [-2.97586, -3.07639, -1.58836], [-1.78559, -1.11373, -0.50666], [-0.38106, -0.97842, 0.09167], [0.38541, 0.08119, -0.73539], [1.80504, -0.51220, -0.86921], [1.91364, -1.61277, -1.92416], [2.78404, 0.44885, -1.11228], [0.35280, 1.45117, -0.00682], [1.15805, 3.06981, -1.19088], [-1.03665, 1.90994, 0.47894], [-1.45121, 1.40058, 1.87093], [-0.42815, 0.10902, -2.03010], [-0.14642, 0.71341, -3.03655], [-1.55465, -0.68303, -1.90730], [-2.30266, -3.44648, 3.03888], [-0.91048, -3.62424, 1.99248], [-1.62822, -2.01646, 2.28808], [-3.81597, -3.11380, 1.25687], [-2.76354, -4.37001, 0.65836], [-2.27656, -3.20109, -2.24274], [-2.50974, -0.40879, -0.06614], [-0.33686, -0.78145, 1.16013], [0.11922, -1.94866, -0.01833], [2.04962, -0.92857, 0.11337], [2.16403, -2.55868, -1.44587], [2.73561, -1.36608, -2.59692], [0.99683, -1.77311, -2.49034], [1.00161, 1.35508, 0.86700], [-1.80434, 1.70349, -0.27480], [-0.99320, 2.99751, 0.54263], [-2.08387, 2.13106, 2.37499], [-0.57604, 1.18181, 2.48514], [-2.04410, 0.48390, 1.79886], [-2.34390, -0.24789, -2.36880], [4.57146, -5.58084, 2.83507], [3.99673, -4.99784, 1.57021], [3.78574, -3.49516, 1.58526], [2.65704, -3.34082, 0.71483], [1.95077, -4.49601, 0.73116], [0.86270, -4.61623, 0.26358], [2.64846, -5.46687, 1.34912], [5.47545, -5.04144, 3.11938], [3.84525, -5.51190, 3.64508], [4.82624, -6.63059, 2.70062], [4.58861, -5.29272, 0.70015], [4.62906, -2.93075, 1.19675], [3.51853, -3.12155, 2.57653], [-3.25208, 4.34349, 5.54918], [-1.78530, 4.07905, 5.77492], [-0.93305, 5.31174, 6.01288], [0.33410, 4.92033, 5.47466], [0.11734, 3.96655, 4.53900], [0.93333, 3.55501, 3.78160], [-1.16824, 3.54362, 4.58995], [-3.64960, 4.96800, 6.34993], [-3.39986, 4.85060, 4.59549], [-3.81848, 3.41377, 5.52690], [-1.64075, 3.35011, 6.57695], [-0.82238, 5.57216, 7.06195], [-1.30016, 6.17712, 5.45554], [-0.55964, 2.66913, -5.45787], [-0.59774, 2.43741, -6.94429], [0.20442, 1.24326, -7.42240], [0.60237, 1.64112, -8.73978], [0.61759, 2.99607, -8.78128], [1.07452, 3.63805, -9.67046], [0.04374, 3.50715, -7.67055], [-0.81579, 1.75686, -4.92155], [0.43626, 2.98525, -5.14749], [-1.26192, 3.45070, -5.16838], [-1.62841, 2.37640, -7.30560], [-0.37062, 0.32272, -7.47471], [1.09846, 1.08418, -6.81499]], "forces_ev_per_angstrom": [[-0.237, -0.187, 0.170], [0.104, 0.021, 0.162], [-0.050, -0.021, -0.215], [0.354, -0.657, 0.419], [-0.125, 0.161, -0.333], [0.183, -0.465, 0.161], [-0.095, -0.158, 0.380], [-0.081, -0.011, -0.114], [0.212, -0.255, 0.209], [-0.097, -0.001, -0.071], [-0.227, -0.391, -0.174], [0.080, 0.029, 0.083], [0.078, 0.393, 0.228], [-0.273, -0.430, -0.376], [0.170, -0.049, -0.014], [0.040, 0.063, -0.141], [-0.045, 0.554, 0.533], [0.049, 0.007, -0.039], [0.033, 0.226, -0.082], [0.025, -0.035, -0.023], [-0.021, 0.039, -0.195], [-0.128, 0.042, 0.062], [-0.293, 0.586, -0.263], [0.217, -0.009, 0.259], [-0.192, 0.145, -0.073], [0.037, 0.083, -0.091], [0.053, 0.138, -0.026], [-0.026, 0.031, -0.074], [-0.186, 0.073, -0.089], [0.087, 0.139, -0.106], [0.137, 0.215, -0.158], [0.086, -0.043, 0.022], [-0.017, -0.064, 0.004], [0.191, 0.041, 0.049], [-0.081, 0.216, 0.110], [0.105, 0.008, 0.093], [-0.038, -0.487, -0.331], [-0.128, -0.148, 0.026], [0.078, 0.040, 0.123], [0.038, -0.009, -0.046], [0.040, 0.044, 0.180], [-0.094, 0.008, -0.018], [0.022, 0.007, -0.006], [0.038, -0.045, -0.060], [0.012, 0.003, -0.019], [0.024, 0.099, 0.015], [0.004, 0.003, -0.007], [-0.011, 0.031, -0.023], [-0.048, 0.017, -0.084], [0.009, -0.050, 0.027], [-0.024, -0.102, -0.154], [-0.086, 0.111, 0.027], [0.010, 0.003, 0.026], [-0.013, 0.053, -0.019], [0.014, -0.060, -0.044], [0.004, -0.011, 0.015], [-0.043, -0.080, 0.048], [0.006, -0.008, 0.018], [0.027, 0.090, 0.042], [0.006, -0.002, 0.008], [0.039, 0.020, 0.017], [0.088, -0.034, 0.001], [-0.040, -0.014, -0.005], [-0.041, 0.279, -0.069], [0.032, -0.084, 0.127], [-0.004, -0.022, -0.018], [0.041, -0.027, 0.027], [0.003, 0.027, -0.001], [-0.011, -0.008, -0.005], [-0.074, 0.019, -0.026], [0.033, 0.026, -0.011], [0.038, -0.127, 0.018], [0.000, 0.003, -0.008], [0.008, -0.028, -0.035], [-0.007, 0.006, -0.083], [-0.016, 0.021, 0.040]]}

=====

(2)
{"formula": "C32H44N4P2SiTi", "method": "ωB97M-V/def2-TZVPD", "homo_energy_ev": [-6.40, -8.40], "s_squared": 2.008, "multiplicity": 3, "energy_ha": -3286.1704, "species": ["Ti", "C", "C", "C", "C", "C", "C", "C", "C", "C", "H", "H", "H", "H", "H", "H", "H", "H", "H", "H", "H", "H", "H", "H", "H", "P", "P", "N", "N", "N", "N", "C", "C", "C", "C", "C", "C", "C", "C", "C", "C", "C", "C", "C", "C", "C", "C", "C", "C", "H", "H", "H", "H", "H", "H", "H", "H", "H", "H", "H", "H", "H", "H", "H", "H", "H", "H", "H", "H", "C", "Si", "C", "C", "C", "C", "H", "H", "H", "H", "H", "H", "H", "H", "H"], "xyz": [[0.10857, -1.26901, 1.62069], [-1.65631, 1.24578, 3.24296], [-1.70842, 0.62570, 2.02492], [-1.20873, 1.32921, 0.78720], [0.15908, 0.76629, 0.31628], [1.41676, 1.05970, 1.16464], [1.50679, 1.94026, 2.21652], [0.44489, 2.88273, 2.67008], [-0.85962, 2.47602, 3.51214], [0.32631, -3.21336, 1.17941], [-2.09844, 0.73307, 4.10675], [-2.38556, -0.24807, 1.86514], [-1.22014, 2.43222, 0.84631], [-1.95461, 1.11860, 0.00225], [-0.01162, -0.39373, -0.03308], [0.36688, 1.09339, -0.70632], [2.34863, 0.78268, 0.65005], [2.40699, 1.89657, 2.86382], [0.08944, 3.52908, 1.84774], [0.97649, 3.54137, 3.38511], [-0.53883, 2.44562, 4.57573], [-1.54247, 3.34544, 3.37439], [0.52088, -3.42492, 2.24964], [1.13476, -3.51821, 0.52612], [-0.63526, -3.64642, 0.87630], [1.68766, -1.02566, -2.07070], [-2.05535, -0.19206, -2.12112], [3.05096, -0.01338, -2.62417], [2.11005, -2.31987, -3.19256], [-1.99344, 1.39826, -2.88148], [-3.55054, -0.73059, -3.07944], [0.52325, -0.22565, -3.24311], [-0.86593, -0.94414, -3.28103], [4.24870, 0.09726, -1.90095], [5.12908, 0.92916, -2.59633], [4.48131, 1.31518, -3.82076], [3.20953, 0.73748, -3.79560], [2.35601, -3.64594, -2.82241], [2.83161, -4.33369, -3.92262], [2.89850, -3.41144, -5.02143], [2.41745, -2.19320, -4.56073], [-2.38720, 2.57377, -2.21117], [-2.43355, 3.61070, -3.13990], [-2.11350, 3.06090, -4.42439], [-1.78064, 1.73401, -4.22519], [-4.44080, -0.15537, -3.99899], [-5.42059, -1.09784, -4.32929], [-5.10283, -2.29979, -3.62116], [-3.95956, -2.05948, -2.87939], [0.89120, -0.17403, -4.28589], [0.42891, 0.82062, -2.90510], [-1.26116, -0.90056, -4.32267], [-0.76954, -2.02171, -3.02428], [4.32837, -0.38179, -0.92820], [6.10583, 1.27528, -2.23641], [4.88467, 1.97497, -4.58633], [2.41832, 0.90440, -4.50928], [2.15868, -3.95146, -1.79533], [3.10258, -5.39254, -3.94447], [3.26757, -3.61804, -6.02755], [2.26438, -1.27093, -5.11278], [-2.62340, 2.52315, -1.15627], [-2.65765, 4.63668, -2.88791], [-2.15219, 3.59813, -5.36279], [-1.37376, 1.03035, -4.93501], [-4.33228, 0.86568, -4.34253], [-6.27550, -0.94127, -4.99242], [-5.65764, -3.24069, -3.64947], [-3.38657, -2.69615, -2.21769], [-1.01840, 0.88376, 7.31559], [0.42636, -0.19707, 6.69184], [1.86639, 0.75486, 7.51021], [0.30908, -1.64124, 7.84660], [0.46532, -0.53980, 4.88551], [0.42342, -0.90832, 3.67401], [-0.86656, 0.97299, 8.40462], [-1.99814, 0.40594, 7.15269], [-1.05326, 1.90364, 6.89815], [1.63487, 0.79005, 8.58914], [2.83333, 0.23846, 7.39543], [1.96121, 1.79213, 7.15061], [-0.50751, -2.30065, 7.56324], [1.22224, -2.23126, 7.87932], [0.11422, -1.30226, 8.86459]], "forces_ev_per_angstrom": [[0.280, 1.281, 1.457], [0.555, -1.887, -1.670], [-1.233, 1.423, 1.324], [-0.057, -0.336, -0.652], [-0.272, -0.213, -0.832], [-0.224, 1.070, -0.057], [-0.498, -2.348, -0.841], [-0.856, 0.794, 1.200], [0.644, 0.601, 0.337], [-0.318, -0.805, -0.542], [0.108, 0.363, -0.358], [0.692, 0.555, 0.268], [0.273, -0.613, 0.231], [0.539, -0.094, 0.374], [0.282, 2.160, 0.438], [0.016, 0.387, -0.042], [-0.255, -0.580, 0.739], [-0.317, 0.305, -0.988], [0.493, -0.396, 0.226], [-0.417, -0.004, -0.481], [-0.393, 0.058, -0.607], [0.381, -0.370, 0.376], [0.110, -0.311, -0.238], [0.108, -0.406, 0.072], [0.245, -0.263, 0.071], [1.840, -0.001, -3.158], [-1.997, 0.704, -3.159], [0.733, 0.845, 0.591], [-0.267, -0.881, -0.280], [0.045, 0.848, 0.431], [0.116, -1.064, 0.602], [-1.055, 0.203, 0.140], [0.827, -0.463, -0.507], [-0.017, 0.877, -0.734], [-0.599, -0.540, 0.375], [-0.999, -0.715, 0.967], [1.141, 0.595, 0.323], [0.146, 0.264, -0.532], [-0.057, 0.120, 0.407], [-0.511, 0.624, 0.673], [0.273, -1.008, 0.215], [0.176, 0.068, -1.402], [-0.174, -1.118, 0.861], [0.338, -0.516, 0.878], [-0.511, 0.564, 0.202], [-0.285, -0.661, 0.378], [0.971, 0.424, 0.490], [0.355, 0.040, 0.206], [-0.475, 0.882, -0.416], [-0.084, -0.206, 0.902], [-0.110, -0.272, -0.213], [0.092, -0.142, 0.913], [-0.007, 0.511, -0.186], [0.091, 0.095, -0.310], [-0.534, -0.391, -0.258], [-0.244, -0.270, 0.224], [0.151, -0.158, 0.147], [0.141, -0.001, -0.405], [-0.109, 0.546, 0.050], [-0.283, 0.108, 0.425], [0.261, -0.387, 0.304], [0.022, 0.251, -0.304], [-0.122, -0.086, -0.163], [0.309, -0.161, 0.104], [-0.315, -0.004, 0.087], [0.069, -0.165, 0.207], [0.516, 0.000, 0.286], [0.300, 0.440, 0.004], [-0.183, -0.026, -0.038], [-0.258, -0.057, -0.455], [0.086, 1.198, 1.136], [0.246, -0.037, -0.550], [-0.127, -0.816, -0.239], [0.077, -1.089, -2.441], [0.088, 1.031, 4.117], [-0.067, -0.013, -0.377], [0.228, 0.200, 0.041], [0.006, -0.328, 0.094], [0.035, -0.018, -0.412], [-0.245, 0.260, -0.001], [0.079, -0.319, 0.095], [-0.099, -0.233, 0.013], [0.102, -0.125, -0.091], [-0.009, 0.203, -0.058]]}

=====

(3)
{"formula": "C19H18N2O7S", "method": "ωB97M-V/def2-TZVPD", "homo_energy_ev": -9.01, "energy_ha": -1769.2747, "species": ["C", "H", "H", "H", "O", "C", "O", "C", "C", "C", "C", "C", "C", "H", "N", "H", "S", "O", "O", "C", "C", "C", "C", "C", "C", "H", "C", "C", "C", "O", "N", "H", "H", "H", "H", "H", "H", "H", "H", "C", "O", "O", "C", "H", "H", "H", "H"], "xyz": [[-2.61134, 5.21024, 1.86371], [-3.68675, 5.18021, 1.70903], [-2.21109, 6.18886, 1.59170], [-2.36646, 5.01114, 2.90900], [-2.06045, 4.20303, 1.02693], [-0.72365, 4.08719, 1.06136], [-0.02203, 4.77198, 1.76093], [-0.22017, 3.03007, 0.14499], [1.15429, 2.88045, 0.00185], [1.65138, 1.91269, -0.86381], [0.78407, 1.09934, -1.58231], [-0.59290, 1.22928, -1.41728], [-1.09214, 2.20143, -0.55332], [-2.15744, 2.32262, -0.43066], [-1.44845, 0.39977, -2.12171], [-2.43472, 0.53409, -1.96603], [-1.06757, -1.18967, -2.54679], [-2.31756, -1.74242, -2.96859], [0.04098, -1.19097, -3.44671], [-0.58382, -1.89806, -0.98221], [0.74978, -2.03935, -0.65271], [1.08633, -2.54802, 0.58843], [0.08682, -2.91701, 1.48612], [-1.26516, -2.79284, 1.13368], [-1.58657, -2.27060, -0.10522], [-2.61456, -2.17476, -0.41829], [-2.29247, -3.27843, 2.11270], [-1.82707, -3.00364, 3.53965], [-0.44082, -3.55654, 3.79081], [-0.06904, -4.02851, 4.83751], [0.41280, -3.43813, 2.72572], [1.37714, -3.69572, 2.89537], [-2.51035, -3.43257, 4.27217], [-1.77702, -1.92461, 3.71515], [-3.25473, -2.80075, 1.92693], [-2.42561, -4.35676, 1.97607], [2.12287, -2.66569, 0.86579], [1.50695, -1.76563, -1.36813], [1.16415, 0.38412, -2.29152], [3.12533, 1.77683, -1.01202], [3.93083, 2.55498, -0.56864], [3.46519, 0.67246, -1.69101], [4.85590, 0.48035, -1.90592], [5.37185, 0.34204, -0.95331], [4.94777, -0.40828, -2.52492], [5.28484, 1.34733, -2.41204], [1.82896, 3.51813, 0.55171]], "forces_ev_per_angstrom": [[0.017, 0.305, 0.289], [0.057, -0.014, -0.003], [-0.059, -0.073, 0.034], [-0.047, 0.033, -0.083], [0.019, -0.308, -0.284], [0.039, 0.206, 0.227], [-0.041, -0.053, -0.076], [0.145, -0.246, -0.228], [-0.006, -0.022, -0.044], [-0.357, 0.063, 0.089], [0.021, 0.220, 0.124], [0.756, 0.432, 0.373], [0.103, -0.100, -0.103], [-0.115, 0.001, 0.028], [-0.316, -0.890, -0.672], [-0.123, -0.157, -0.050], [-0.387, 0.364, 0.441], [-0.127, 0.029, 0.230], [0.221, 0.083, 0.265], [-0.085, 0.182, -0.752], [0.059, -0.072, -0.014], [-0.133, -0.040, 0.081], [-0.194, 0.257, -0.519], [0.026, 0.069, -0.096], [0.038, -0.075, 0.188], [-0.196, -0.024, 0.054], [0.032, 0.026, 0.047], [-0.127, -0.124, 0.031], [-0.300, 0.115, 0.145], [0.018, -0.078, 0.215], [0.572, -0.195, -0.075], [-0.174, 0.006, 0.093], [0.137, 0.032, 0.020], [0.002, 0.003, 0.014], [0.006, -0.051, -0.016], [-0.061, 0.005, 0.018], [0.132, 0.010, 0.026], [0.161, 0.034, -0.050], [0.119, 0.006, -0.017], [0.232, 0.137, 0.119], [-0.070, -0.063, -0.025], [-0.385, -0.125, -0.073], [0.416, 0.107, 0.028], [-0.029, 0.002, -0.092], [-0.021, 0.038, 0.034], [-0.017, -0.097, 0.032], [0.043, 0.043, 0.032]]}